*w*
Computed, not measured: 3 unconnected molecules or ions with the total composition C4H13NO3, with ωB97M-V/def2-TZVPD.

For the orbital gap (alpha / beta), the calculation gives 3.2 / 6.8 eV. For the LUMO energy (alpha / beta), the calculation gives 3.62 / 3.54 eV. The value obtained for the HOMO energy (alpha / beta) is 0.43 / -3.26 eV. As for the net charge: -1. Its multiplicity is 2.

```
21
C4H13NO3 ωB97M-V/def2-TZVPD
O -1.09 -2.28 -0.52
C -0.33 -1.33 -0.90
C -0.21 0.01 -0.22
C -1.11 1.23 -0.80
C -1.75 0.88 -2.17
N 1.19 0.30 0.01
H 0.34 -1.59 -1.78
H -0.61 -0.09 0.79
H -0.23 1.94 -0.86
H -1.85 1.57 -0.07
H -0.94 0.97 -3.01
H -2.15 -0.19 -2.24
H -2.52 1.59 -2.37
H 1.53 1.03 0.62
H 1.59 0.55 -0.84
H -1.21 -2.04 2.43
H -0.45 -1.33 3.78
O -0.65 -2.09 3.21
H 3.13 -0.41 1.85
H 3.87 0.74 1.13
O 3.46 0.50 1.98
```



*x*
Computed, not measured: 3 unconnected molecules or ions with the total composition C4H13NO3, with ωB97M-V/def2-TZVPD.

For the orbital gap (alpha / beta), the calculation gives 3.0 / 9.3 eV. For the LUMO energy (alpha / beta), the calculation gives 3.51 / 3.41 eV. The value obtained for the HOMO energy (alpha / beta) is 0.55 / -5.88 eV. As for the net charge: -1. Its multiplicity is 2.

```
21
C4H13NO3 ωB97M-V/def2-TZVPD
C 0.07 -0.12 2.11
C 0.68 1.17 1.51
N 0.24 1.52 0.08
C -1.26 1.49 -0.27
C -1.61 2.71 -1.13
O -1.84 3.83 -0.72
H 0.64 -0.47 2.95
H -0.08 -0.99 1.68
H -0.86 0.12 2.58
H 1.73 1.15 1.43
H 0.31 2.04 2.14
H 0.82 1.07 -0.61
H -1.50 0.54 -0.79
H -1.89 1.54 0.69
H -1.67 2.65 -2.19
H 2.25 -3.38 -0.61
H 2.56 -4.21 -1.95
O 1.94 -4.21 -1.16
H -0.42 -2.36 -2.60
H 0.11 -2.36 -1.23
O -0.22 -1.72 -1.90
```



The calculated energies rank the structures as follows, beginning with the most stable: *w*, *x*.



*w*
Computed, not measured: C2H5BrN2O2 in the gas phase, with ωB97M-V/def2-TZVPD.

For the orbital gap, the calculation gives 11.0 eV. For the LUMO energy, the calculation gives 0.52 eV. The SMILES is CN(CBr)[N+](=O)[O-]. The value obtained for the HOMO energy is -10.47 eV. As for the net charge: 0. Its multiplicity is 1.

```
12
C2H5BrN2O2 ωB97M-V/def2-TZVPD
C -0.36 0.20 -0.81
C 1.26 -0.73 0.95
N -0.07 -0.86 0.19
N -0.47 -2.09 0.00
O -1.17 -2.31 -0.91
O -0.12 -2.92 0.82
Br 2.68 -0.09 -0.16
H -1.41 0.26 -1.00
H -0.03 1.13 -0.47
H 0.23 -0.19 -1.65
H 1.41 -1.76 1.22
H 1.08 0.11 1.73
```



*x*
Computed, not measured: 3 unconnected molecules or ions with the total composition C2H5BrN2O2, with ωB97M-V/def2-TZVPD.

For the orbital gap, the calculation gives 9.0 eV. For the LUMO energy, the calculation gives 0.51 eV. The value obtained for the HOMO energy is -8.51 eV. As for the net charge: 0. Its multiplicity is 1.

```
12
C2H5BrN2O2 ωB97M-V/def2-TZVPD
C 0.76 -2.19 -0.06
C 1.70 0.94 0.33
N 0.90 0.71 -0.72
N -2.20 0.65 0.38
O -0.29 -2.17 -0.50
O 1.72 -2.32 0.51
Br 3.54 1.25 0.02
H -0.12 0.67 -0.42
H 1.07 0.57 -1.71
H -3.20 0.54 0.17
H -1.70 -0.04 0.88
H -2.18 1.40 1.12
```



The calculated energies rank the structures as follows, beginning with the most stable: *x*, *w*.



*w*
Computed, not measured: C2H4OS2 in the gas phase, with ωB97M-V/def2-TZVPD.

For the orbital gap, the calculation gives 9.1 eV. For the LUMO energy, the calculation gives 0.42 eV. The SMILES is OC(=S)CS. The value obtained for the HOMO energy is -8.71 eV. As for the net charge: 0. Its multiplicity is 1.

```
9
C2H4OS2 ωB97M-V/def2-TZVPD
C -0.37 0.56 0.66
C -0.16 -0.21 -0.62
H 0.62 -0.56 2.38
H -1.18 0.04 1.15
H -0.69 1.58 0.53
H 1.64 -0.32 -0.12
O 1.04 -0.58 -0.85
S 1.09 0.53 1.78
S -1.43 -0.42 -1.62
```



*x*
Computed, not measured: C2H4OS2 in the gas phase, with ωB97M-V/def2-TZVPD.

For the orbital gap, the calculation gives 9.0 eV. For the LUMO energy, the calculation gives 0.15 eV. The value obtained for the HOMO energy is -8.84 eV. As for the net charge: 0. Its multiplicity is 1.

```
9
C2H4OS2 ωB97M-V/def2-TZVPD
C -0.70 -0.79 0.23
C -0.32 0.62 -0.09
O 2.27 1.20 -0.45
S 0.95 -1.64 -0.10
S 1.49 0.39 0.43
H -1.26 -0.89 1.13
H -1.20 -1.34 -0.56
H -0.42 1.04 -1.18
H -0.81 1.42 0.57
```



*y*
Computed, not measured: C2H4OS2 in the gas phase, with ωB97M-V/def2-TZVPD.

For the orbital gap, the calculation gives 10.0 eV. For the LUMO energy, the calculation gives 0.62 eV. The SMILES is SS[C@H]1CO1. The value obtained for the HOMO energy is -9.41 eV. As for the net charge: 0. Its multiplicity is 1.

```
9
C2H4OS2 ωB97M-V/def2-TZVPD
C -1.35 -1.08 -0.53
C -0.24 -0.23 -0.26
O -1.03 -0.72 0.85
S 2.64 0.11 0.34
S 1.34 -1.09 -0.58
H -2.26 -0.66 -0.95
H -1.22 -2.13 -0.88
H -0.03 0.93 -0.36
H 2.56 -0.67 1.45
```



The calculated energies rank the structures as follows, beginning with the most stable: *w*, *y*, *x*.



*w*
Computed, not measured: a molecular structure, C6H13N2O2, with ωB97M-V/def2-TZVPD.

For the orbital gap, the calculation gives 11.4 eV. For the LUMO energy, the calculation gives -2.89 eV. The value obtained for the HOMO energy is -14.33 eV. As for the net charge: +1. Its multiplicity is 1.

```
23
C6H13N2O2 ωB97M-V/def2-TZVPD
C -0.28 -0.40 -1.63
C -1.40 -0.74 0.66
C 1.20 -0.95 -1.37
C -0.36 -1.44 1.53
C -0.61 0.22 -0.32
C 0.93 0.21 0.59
N -0.94 1.60 -0.22
N 1.25 1.61 0.74
O 1.85 -0.19 -0.38
O 0.67 -0.48 1.74
H -0.20 0.37 -2.50
H -0.81 -1.19 -1.93
H -1.95 -1.34 0.09
H -2.06 0.01 1.32
H 1.01 -2.00 -1.17
H 1.69 -1.06 -2.41
H -0.67 -1.84 2.58
H 0.17 -2.26 1.20
H -1.19 1.88 -1.16
H -1.64 1.94 0.45
H 1.12 2.07 1.67
H 0.13 2.02 0.16
H 2.10 1.98 0.37
```



*x*
Computed, not measured: a gas-phase ion, C6H13N2O2 (charge +1), with ωB97M-V/def2-TZVPD.

For the orbital gap (alpha / beta), the calculation gives 6.3 / 6.4 eV. For the LUMO energy (alpha / beta), the calculation gives -6.02 / -6.02 eV. The value obtained for the HOMO energy (alpha / beta) is -12.37 / -12.37 eV. As for the net charge: +1. Its multiplicity is 1.

```
23
C6H13N2O2 ωB97M-V/def2-TZVPD
C -0.39 -2.49 -0.24
C 1.76 0.08 0.70
C 1.44 -0.70 -0.67
C 0.88 1.33 0.69
C 0.13 -1.31 -0.95
C -1.55 1.46 0.32
N -1.50 -3.08 -0.69
N -0.47 0.94 0.99
O 0.33 -3.01 0.61
O -0.73 -0.85 -1.84
H 1.57 -0.52 1.49
H 2.77 0.37 0.77
H 1.53 -0.14 -1.59
H 2.22 -1.63 -0.68
H 1.30 1.97 1.46
H 0.71 1.86 -0.24
H -2.53 1.53 0.78
H -1.15 2.35 -0.12
H -1.75 0.88 -0.62
H -2.02 -2.78 -1.55
H -1.70 -3.96 -0.17
H -0.50 0.26 1.79
H -0.42 -0.18 -2.43
```



The calculated energies rank the structures as follows, beginning with the most stable: *w*, *x*.



*w*
Computed, not measured: a gas-phase ion, C6H13N2O2 (charge +1), with ωB97M-V/def2-TZVPD.

For the orbital gap, the calculation gives 10.4 eV. For the LUMO energy, the calculation gives -4.87 eV. The SMILES is C[C@H]1CC(C)(C)[N+](=O)N1O. The value obtained for the HOMO energy is -15.23 eV. As for the net charge: +1. Its multiplicity is 1.

```
23
C6H13N2O2 ωB97M-V/def2-TZVPD
C -0.49 -0.90 -0.73
C 1.00 -1.11 -0.64
C -0.85 0.39 -0.07
C 1.31 -1.93 0.59
C -1.62 0.43 1.27
C -1.42 1.44 -1.04
N 1.43 0.29 -0.31
N 0.46 1.04 0.12
O 0.70 2.14 0.58
O 2.71 0.67 -0.47
H -0.73 -0.86 -1.79
H -1.02 -1.63 -0.20
H 1.51 -1.19 -1.59
H 2.38 -2.23 0.72
H 0.71 -2.76 0.77
H 1.05 -1.27 1.43
H -2.73 0.52 1.25
H -1.24 1.36 1.71
H -1.49 -0.51 1.93
H -1.46 2.53 -0.71
H -2.51 1.14 -1.27
H -0.84 1.41 -1.85
H 3.14 1.04 0.32
```



*x*
Computed, not measured: a gas-phase ion, C6H13N2O2 (charge +1), with ωB97M-V/def2-TZVPD.

For the orbital gap, the calculation gives 11.8 eV. For the LUMO energy, the calculation gives -2.96 eV. The SMILES is C[C@@](N)(O)[N+]1=C(O)CCC1. The value obtained for the HOMO energy is -14.74 eV. As for the net charge: +1. Its multiplicity is 1.

```
23
C6H13N2O2 ωB97M-V/def2-TZVPD
C -0.98 1.16 -0.18
C -2.41 0.60 -0.29
C -2.23 -0.95 0.03
C -0.82 -1.12 -0.46
C 1.84 -0.19 1.23
C 1.43 0.15 -0.23
N -0.13 0.12 -0.22
N 1.77 1.57 -0.55
O -0.69 2.35 -0.20
O 1.77 -0.86 -1.08
H -3.10 1.02 0.49
H -2.83 0.67 -1.30
H -2.31 -1.15 1.10
H -3.11 -1.55 -0.45
H -0.27 -2.00 0.00
H -0.86 -1.37 -1.55
H 2.84 -0.55 1.23
H 1.20 -0.98 1.61
H 1.68 0.82 1.72
H 2.74 1.80 -0.35
H 1.52 1.84 -1.55
H 0.29 2.29 -0.13
H 1.74 -1.68 -0.53
```



The calculated energies rank the structures as follows, beginning with the most stable: *x*, *w*.



*w*
Computed, not measured: a molecular structure, C8H24LiO4S4, with ωB97M-V/def2-TZVPD.

For the orbital gap, the calculation gives 9.9 eV. For the LUMO energy, the calculation gives -1.97 eV. The value obtained for the HOMO energy is -11.86 eV. As for the net charge: +1. Its multiplicity is 1.

```
41
C8H24LiO4S4 ωB97M-V/def2-TZVPD
Li 6.79 34.33 10.89
C 7.90 38.15 13.09
S 7.82 37.37 11.51
O 7.52 35.88 11.70
C 6.16 37.84 11.04
H 7.72 39.20 12.99
H 8.78 38.20 13.48
H 7.22 37.87 13.99
H 5.85 37.56 10.08
H 6.26 38.95 11.16
H 5.32 37.49 11.70
C 6.80 33.82 7.30
S 5.37 34.50 8.05
O 5.71 35.11 9.44
C 5.01 35.83 7.03
H 7.71 34.34 7.38
H 6.70 33.49 6.28
H 7.13 32.90 7.62
H 3.98 36.51 7.25
H 5.03 35.43 6.21
H 5.76 36.57 6.93
C 10.07 32.04 11.00
S 8.98 31.88 9.64
O 7.88 32.97 9.91
C 9.91 32.62 8.31
H 9.70 31.59 11.98
H 10.05 33.22 11.17
H 10.82 31.73 10.72
H 10.26 33.67 8.86
H 9.24 32.75 7.37
H 10.79 31.84 7.87
C 6.64 30.47 12.58
S 5.40 31.72 12.78
O 5.85 32.89 11.98
C 4.26 30.89 11.64
H 7.40 30.55 13.21
H 6.82 30.39 11.60
H 6.44 29.39 12.80
H 3.50 31.75 11.52
H 3.67 30.28 12.20
H 4.65 30.35 10.86
```



*x*
Computed, not measured: a molecular structure, C8H24LiO4S4, with ωB97M-V/def2-TZVPD.

For the orbital gap, the calculation gives 9.4 eV. For the LUMO energy, the calculation gives -2.04 eV. The value obtained for the HOMO energy is -11.41 eV. As for the net charge: +1. Its multiplicity is 1.

```
41
C8H24LiO4S4 ωB97M-V/def2-TZVPD
Li -0.23 -1.31 -0.06
C -4.25 -1.10 0.52
S -3.19 -2.08 1.58
O -1.81 -2.00 0.90
C -3.06 -0.79 2.80
H -4.27 -1.50 -0.48
H -3.89 -0.10 0.42
H -5.23 -1.12 0.91
H -3.91 -0.26 2.97
H -2.49 0.04 2.31
H -2.84 -1.15 3.75
C 0.70 2.08 -2.03
S -0.74 1.03 -2.40
O -0.38 -0.18 -1.62
C -1.97 2.00 -1.53
H 1.49 1.78 -2.77
H 0.84 2.06 -0.91
H 0.45 3.14 -2.30
H -2.93 1.47 -1.28
H -2.22 2.85 -2.11
H -1.63 1.85 -0.42
C 0.72 2.39 2.40
S 1.09 0.66 2.61
O 0.53 0.02 1.34
C 2.85 0.72 2.54
H 1.20 2.87 3.17
H -0.30 2.66 2.69
H 1.04 2.74 1.47
H 3.09 0.99 1.65
H 3.39 -0.22 2.75
H 3.23 1.54 3.02
C 3.25 -1.34 -1.32
S 2.41 -2.77 -1.51
O 1.12 -2.73 -0.67
C 2.01 -2.79 -3.27
H 3.83 -1.39 -2.23
H 3.51 -1.23 -0.36
H 2.66 -0.53 -1.81
H 1.19 -3.46 -3.41
H 2.94 -3.12 -3.89
H 1.81 -1.70 -3.43
```



The calculated energies rank the structures as follows, beginning with the most stable: *x*, *w*.